The following is a quantum chemistry calculation of a cluster of 2 separate species, C2H6I2Si in total in a non-equilibrium geometry, from the Open Molecules 2025 dataset.

The value obtained for the HOMO energy (alpha / beta) is -9.47 / -7.36 eV. The value obtained for the strongest force on any atom is 0.0927 Eh/bohr. As for the energy above the lowest of the compared OMol25 structures with the same formula, charge and spin: 75.6 kcal per mole. The calculation puts the orbital gap (alpha / beta) at 0.3210 / 0.1439 Ha.

Last column: natural (NBO) charge in e.
Positions of all 11 atoms, in Å:
I 2.192 -1.158 1.863  -0.299
I -4.810 -0.766 1.688  0.000
Si 1.338 -0.051 -0.246  1.102
C 0.600 1.589 0.266  -1.108
C 0.103 -1.133 -1.107  -1.158
H 0.446 2.208 -0.488  0.233
H -0.629 -0.519 -1.503  0.236
H -0.351 -1.709 -0.239  0.254
H 0.420 -1.910 -1.795  0.260
H 1.076 2.105 0.998  0.246
H -0.385 1.344 0.564  0.233

=====

The following is a quantum chemistry calculation of a structure of composition C11H30BFN2O5PS in a non-equilibrium geometry, from the Open Molecules 2025 dataset.

The value obtained for the HOMO energy is -3.57 eV. The value obtained for the strongest force on any atom is 0.0263 Eh/bohr. The total charge is -1. The calculation puts the orbital gap at 0.2228 Ha.

Last column: natural (NBO) charge in e.
Positions of all 52 atoms, in Å:
S -0.859 2.634 -0.436  1.843
P -1.212 0.003 -0.039  0.404
F 0.638 3.100 0.210  -0.595
O -0.696 3.062 -1.822  -1.002
O -4.838 2.543 1.332  -0.524
O 4.809 -3.240 -0.184  -0.532
O -1.784 3.426 0.359  -0.998
O -0.252 0.113 -2.828  -0.950
N -3.294 -1.100 -1.502  -0.853
N 1.444 -0.802 -1.309  -0.798
C -2.737 0.224 -1.184  -0.554
C 7.150 -3.405 0.031  -0.430
C 5.202 -4.466 -0.790  -0.064
C -4.485 3.897 1.631  -0.065
C -6.368 3.322 2.947  -0.430
C -6.066 2.205 1.952  -0.061
C 5.955 -2.467 0.160  -0.066
C 2.424 0.266 -1.054  -0.414
C -5.734 4.522 2.245  -0.433
C 6.689 -4.326 -1.100  -0.431
C 1.561 -1.902 -0.359  -0.412
B 0.101 -0.278 -1.562  0.900
H 5.022 -5.291 -0.091  0.160
H 2.879 0.123 -0.069  0.188
H -1.989 0.515 1.065  -0.109
H 6.831 -3.836 -2.065  0.202
H -5.499 5.348 2.916  0.206
H -1.426 -1.380 0.232  -0.056
H 0.395 0.634 -3.307  0.492
H 2.597 -2.249 -0.337  0.208
H 6.042 -1.620 -0.529  0.168
H 1.960 1.258 -1.038  0.218
H 0.943 -2.743 -0.682  0.188
H -2.575 -1.674 -1.937  0.342
H -3.647 3.908 2.333  0.178
H -4.042 -1.016 -2.183  0.342
H 4.589 -4.628 -1.677  0.188
H 8.077 -2.875 -0.187  0.213
H -6.859 2.139 1.195  0.151
H -5.963 1.224 2.421  0.179
H -0.021 0.061 0.846  -0.134
H -4.149 4.378 0.715  0.209
H 1.261 -1.626 0.661  0.182
H 5.818 -2.074 1.169  0.187
H -7.435 3.435 3.143  0.201
H -6.402 4.895 1.463  0.192
H 7.205 -5.286 -1.123  0.210
H -2.450 0.800 -2.070  0.194
H -5.862 3.132 3.897  0.197
H -3.468 0.806 -0.616  0.204
H 3.230 0.288 -1.798  0.169
H 7.288 -3.977 0.951  0.198

=====

The following is a quantum chemistry calculation of a structure of composition C22H45BrCl18NO5S2 in a non-equilibrium geometry, from the Open Molecules 2025 dataset.

The value obtained for the HOMO energy is -6.37 eV. The value obtained for the strongest force on any atom is 0.0459 Eh/bohr. The total charge is -1. The calculation puts the orbital gap at 0.2972 Ha.

Last column: Löwdin charge in e.
Positions of all 94 atoms, in Å:
Br 1.229 -2.037 2.521  0.470
Cl -2.410 -4.041 1.240  0.637
Cl 9.930 1.514 5.575  0.533
Cl -1.018 -6.060 -1.114  0.533
Cl -4.529 0.800 -0.997  0.544
Cl -10.805 5.718 -4.235  0.528
Cl 5.195 -4.453 4.244  0.571
Cl -8.818 3.452 -5.837  0.538
Cl 2.159 -5.800 3.450  0.531
Cl -1.162 4.379 -0.507  0.536
Cl -8.185 0.023 -2.769  0.545
Cl 11.677 4.382 6.177  0.532
Cl 9.492 -0.416 2.646  0.572
Cl -9.937 1.654 -12.019  0.530
Cl 7.763 -3.269 2.002  0.617
Cl -6.284 -2.707 -3.504  0.552
Cl -2.556 -1.455 -2.630  0.508
Cl -9.679 1.039 -8.674  0.526
Cl 1.991 4.890 0.647  0.568
S 1.074 1.337 3.966  0.454
S -0.505 -0.697 2.977  0.149
O 1.678 0.336 4.792  -0.338
O -1.341 -0.900 1.834  -0.437
O 0.576 2.456 4.703  -0.339
O -1.105 -1.151 4.172  -0.347
O 4.749 -0.622 2.568  -0.186
N -0.107 0.844 2.976  -0.331
C -6.784 -0.043 -3.877  -0.644
C -4.372 -0.948 -0.647  -0.641
C 10.101 -1.873 1.821  -0.654
C -1.852 -6.567 0.378  -0.665
C -9.264 3.460 -4.109  -0.657
C 2.264 2.061 2.872  -0.280
C 0.557 5.894 0.975  -0.656
C -10.659 3.975 -3.882  -0.661
C -6.696 -1.362 -4.597  -0.650
C 4.816 -5.490 2.850  -0.662
C -0.699 5.066 1.071  -0.655
C 5.717 -1.008 3.534  -0.149
C -2.988 -5.643 0.735  -0.652
C 12.269 2.911 5.362  -0.671
C 9.037 -2.543 0.992  -0.638
C 11.196 2.232 4.553  -0.688
C 4.307 0.699 2.841  -0.255
C -2.979 -1.456 -0.887  -0.668
C -10.294 2.784 -10.686  -0.667
C 3.070 1.076 2.041  -0.197
C -9.380 2.585 -9.507  -0.677
C 3.426 -5.256 2.328  -0.670
H -9.192 2.431 -3.764  0.019
H -3.669 -5.510 -0.103  0.067
H 6.492 -1.619 3.090  -0.029
H 11.632 1.419 3.974  0.051
H -2.904 -2.486 -0.539  -0.011
H -8.527 4.055 -3.578  0.074
H 6.184 -0.147 4.003  0.077
H 2.953 2.698 3.413  0.107
H -11.336 2.652 -10.406  0.067
H 10.495 -2.545 2.578  0.068
H 12.669 2.246 6.123  0.065
H -4.631 -1.085 0.401  0.079
H 13.082 3.217 4.707  0.069
H -2.236 -7.571 0.202  0.067
H 8.564 -1.841 0.311  0.073
H 10.921 -1.557 1.177  0.070
H 2.515 0.202 1.734  0.045
H -9.548 3.375 -8.776  0.046
H 5.220 -1.554 4.332  0.063
H 5.535 -5.250 2.068  0.041
H -1.525 5.693 1.401  0.071
H -10.166 3.791 -11.081  0.071
H -0.584 4.245 1.776  0.068
H 0.735 6.401 1.922  0.072
H -7.633 -1.610 -5.089  0.065
H -8.336 2.606 -9.805  0.070
H 3.253 -4.202 2.126  0.028
H -11.380 3.449 -4.500  0.068
H 3.290 -5.813 1.402  0.073
H -2.240 -0.861 -0.357  0.049
H 10.718 2.926 3.866  0.070
H -5.101 -1.473 -1.258  0.015
H 3.409 1.559 1.131  0.106
H -5.911 -1.312 -5.349  0.075
H 4.039 0.739 3.894  0.108
H 0.483 6.642 0.190  0.061
H -5.890 0.161 -3.291  0.019
H 4.967 -6.523 3.153  0.065
H -10.931 3.838 -2.837  0.074
H 9.481 -3.348 0.408  0.070
H -1.115 -6.610 1.176  0.064
H 1.704 2.698 2.206  0.032
H 5.111 1.407 2.634  0.124
H -6.912 0.760 -4.602  0.067
H -3.548 -6.059 1.571  0.070

=====

> The lowest strongest force on any atom belongs to which entry?

C11H30BFN2O5PS